i:
# C2H7N3OS

One molecule with the formula C2H7N3OS (ωB97M-V with the def2-TZVPD basis set, OMol25).

Last column: Mulliken charge in e.
Cartesian coordinates (Å):
S  3.0791  -0.2120  0.0610  -0.215
O  0.5633  1.2461  -0.4457  -0.389
N  -0.6289  -0.6971  -0.2631  -0.203
N  -1.0181  -2.0760  0.1627  -0.638
N  1.6178  -0.9897  -0.5227  -0.435
C  0.6416  -0.1355  -0.5372  0.686
C  -0.8821  1.6536  0.1396  -0.721
H  -0.3802  -2.6785  -0.5935  0.287
H  -1.1732  -0.4938  -1.0078  0.236
H  2.4974  1.2013  0.7778  0.141
H  -1.5975  1.7106  -0.5436  0.350
H  -1.0727  1.0533  1.0997  0.290
H  -0.8513  2.6838  0.4036  0.345
H  -0.7951  -2.2663  1.2691  0.265

* gap between HOMO and LUMO: 8.69 eV
* 2S+1: 1
* HOMO: -8.10 eV
* charge: 0
* E_LUMO: 0.589 eV

---

ii:
# C2H7N3OS

A 2-piece molecular cluster, C2H7N3OS overall (ωB97M-V with the def2-TZVPD basis set, OMol25).

Last column: Mulliken charge in e.
Cartesian coordinates (Å):
S  0.5294  -1.4947  -0.4260  -0.246
O  -2.2023  -0.5709  0.6936  -0.536
N  0.7067  0.0183  0.4111  -0.049
N  -0.0315  2.1253  -0.5780  -0.696
N  -1.5571  0.3932  -0.1126  -0.168
C  1.9812  0.4563  0.7168  -0.902
C  -0.2538  0.9597  -0.0724  0.458
H  -1.3110  -1.4866  0.0462  0.405
H  0.8651  2.5825  -0.9454  0.238
H  0.6455  -1.1018  -1.8111  0.215
H  -2.3187  1.1014  -0.2340  0.256
H  2.5118  -0.6200  0.9884  0.229
H  2.1840  1.1837  1.5089  0.272
H  2.3799  0.5703  -0.1944  0.523

* gap between HOMO and LUMO: 8.54 eV
* 2S+1: 1
* HOMO: -8.31 eV
* charge: 0
* E_LUMO: 0.231 eV

---

iii:
# C2H7N3OS

One molecule with the formula C2H7N3OS (ωB97M-V with the def2-TZVPD basis set, OMol25).

Last column: Mulliken charge in e.
Cartesian coordinates (Å):
S  2.9827  0.1607  -0.2924  -0.208
O  -1.6209  1.5502  0.1631  -0.451
N  -1.8545  -0.8860  -0.3663  -0.473
N  -0.3831  1.0593  -0.5778  -0.447
N  -0.4875  -1.1959  0.2242  -0.436
C  0.1529  -0.1074  0.0367  0.805
C  1.3821  0.1178  0.7133  -0.918
H  -2.0669  0.5969  0.4407  0.508
H  2.7640  -1.2031  -0.7859  0.163
H  0.3126  1.9001  -0.5689  0.310
H  1.3489  1.1772  1.1409  0.349
H  -2.2825  -1.7548  -0.3363  0.220
H  -1.6074  -0.6336  -1.2736  0.260
H  1.3597  -0.7814  1.4822  0.317

* gap between HOMO and LUMO: 9.67 eV
* 2S+1: 1
* HOMO: -9.14 eV
* charge: 0
* E_LUMO: 0.527 eV

---

Stability check: which of them is least stable? ii.